No. 1
Below is a single C3H4BrNO molecule in a non-equilibrium geometry, with properties calculated with ωB97M-V/def2-TZVPD.

```
10
Properties=species:S:1:pos:R:3:nbo_charge:R:1
C 0.82 -0.37 0.33 -0.565
C -0.62 -0.69 -0.09 0.104
C 0.97 1.02 -0.35 0.437
N -1.50 0.01 0.56 -0.460
O 0.62 2.04 0.22 -0.496
Br -3.24 -0.31 0.10 0.189
H 0.72 -0.19 1.36 0.250
H -0.71 -1.54 -0.81 0.194
H 1.28 0.99 -1.47 0.115
H 1.65 -0.96 0.14 0.232
```

LUMO energy ... 0.080 eV
Gap between HOMO and LUMO ... 9.85 eV
F_max ... 3.29 eV Å⁻¹
Structure (SMILES) ... O=CC/C=N/Br

=====

No. 2
Below is 2 unconnected molecules or ions with the total composition C3H4BrNO in a non-equilibrium geometry, with properties calculated with ωB97M-V/def2-TZVPD.

```
10
Properties=species:S:1:pos:R:3:nbo_charge:R:1
C 0.70 1.66 -1.20 0.851
C 0.19 -0.68 1.41 -0.402
C -0.15 -1.45 0.37 -0.251
N -0.42 1.24 -1.20 -0.784
O 1.85 1.85 -1.31 -0.516
Br -1.95 -1.62 -0.20 0.008
H 1.18 -0.50 1.72 0.208
H -0.36 -0.21 2.10 0.204
H 0.36 -1.97 -0.46 0.235
H -1.39 1.68 -1.24 0.448
```

LUMO energy ... 0.621 eV
Gap between HOMO and LUMO ... 10.16 eV
F_max ... 4.37 eV Å⁻¹
Structure (SMILES) ... C=CBr.N=C=O

=====

ΔE to the lowest compared entry with this formula, charge and spin list, top to bottom, in eV: 2.032; 1.145